{"formula": "C22H62N4O7", "method": "ωB97M-V/def2-TZVPD", "e_above_lowest_kcal_mol": 108.0, "smiles": "COC[C@H](C)N.COC[C@H](C)N.COC[C@H](C)N.COC[C@H](C)N.CCO.CCO.CCO", "homo_energy_ha": -0.33077, "charge": 0, "symbols": ["C", "O", "C", "C", "C", "N", "H", "H", "H", "H", "H", "H", "H", "H", "H", "H", "H", "C", "O", "C", "C", "C", "N", "H", "H", "H", "H", "H", "H", "H", "H", "H", "H", "H", "C", "O", "C", "C", "C", "N", "H", "H", "H", "H", "H", "H", "H", "H", "H", "H", "H", "C", "O", "C", "C", "C", "N", "H", "H", "H", "H", "H", "H", "H", "H", "H", "H", "H", "C", "C", "O", "H", "H", "H", "H", "H", "H", "C", "C", "O", "H", "H", "H", "H", "H", "H", "C", "C", "O", "H", "H", "H", "H", "H", "H"], "coordinates": [[-0.1537, -3.0760, 1.9721], [-0.5203, -2.1090, 0.9814], [-0.8598, -0.8110, 1.4605], [-1.1549, 0.1448, 0.2127], [0.1128, 0.7134, -0.4380], [-1.8878, 1.3158, 0.6684], [-1.0176, -3.4955, 2.4877], [0.5799, -2.5812, 2.6085], [0.4501, -3.9372, 1.6862], [-1.6801, -0.8129, 2.1783], [-0.0522, -0.4034, 2.0685], [-1.7544, -0.2943, -0.5847], [0.6609, -0.0243, -1.0240], [0.6800, 1.2527, 0.3206], [-0.2906, 1.5175, -1.0534], [-2.0651, 1.9304, -0.1133], [-2.7974, 0.8856, 0.7558], [-0.4769, -6.8505, -4.2771], [-0.2198, -7.7997, -5.2529], [1.2270, -8.1704, -5.2115], [1.5431, -8.7529, -6.6323], [0.6481, -9.9161, -7.0237], [2.9087, -9.0889, -7.0514], [0.2415, -6.0308, -4.2623], [-0.3846, -7.2170, -3.2547], [-1.4735, -6.4336, -4.4221], [1.8676, -7.3631, -4.8564], [1.4517, -8.9150, -4.4478], [1.2841, -7.9155, -7.2801], [0.9471, -10.7798, -6.4298], [0.7352, -10.1597, -8.0826], [-0.4084, -9.6562, -6.9579], [3.0332, -10.0133, -7.4388], [3.6873, -9.0821, -6.4081], [0.2222, 6.9488, 7.6614], [0.5858, 5.9461, 6.7393], [1.7147, 6.1528, 5.9639], [1.5032, 5.4310, 4.5734], [2.7950, 5.6914, 3.7685], [0.4265, 5.9583, 3.7594], [-0.2025, 7.7420, 7.0462], [1.1143, 7.4100, 8.0853], [-0.4042, 6.6825, 8.5128], [1.8449, 7.2310, 5.8719], [2.6993, 5.9089, 6.3627], [1.2911, 4.3725, 4.7238], [3.5951, 5.0677, 4.1672], [3.1176, 6.7307, 3.7061], [2.7518, 5.2497, 2.7729], [0.2153, 5.2248, 3.0980], [-0.4002, 5.8886, 4.3354], [-8.1240, -3.6098, -2.0363], [-8.0774, -2.2962, -1.5308], [-7.3564, -1.4186, -2.4382], [-7.6179, 0.0853, -1.9261], [-6.9005, 1.1868, -2.6844], [-7.0589, 0.2475, -0.5848], [-8.7002, -3.6044, -2.9615], [-8.6421, -4.3151, -1.3864], [-7.1128, -3.9107, -2.3100], [-6.3259, -1.7234, -2.2560], [-7.6324, -1.5642, -3.4826], [-8.6695, 0.3553, -1.8295], [-5.8114, 1.2311, -2.6860], [-7.1852, 2.1655, -2.2982], [-7.1497, 1.1934, -3.7455], [-7.4023, -0.3701, 0.1368], [-7.4703, 1.0923, -0.2144], [-0.5770, 7.0128, -3.9970], [-1.9013, 7.5803, -3.4429], [-2.1437, 6.8053, -2.2382], [-0.1904, 7.7675, -4.6819], [-0.6851, 6.0891, -4.5654], [0.0607, 6.7352, -3.1578], [-2.6577, 7.3760, -4.2007], [-1.6953, 8.6369, -3.2718], [-1.4998, 7.2345, -1.6701], [5.1522, -1.1352, 6.2721], [5.1221, -0.0004, 7.2954], [6.2429, -0.2063, 8.1044], [5.8254, -0.8693, 5.4570], [4.0976, -1.3039, 6.0545], [5.4814, -2.0086, 6.8350], [4.1730, -0.0871, 7.8243], [5.2979, 0.9797, 6.8520], [6.2426, 0.2854, 8.9290], [7.8220, 0.4584, 0.1092], [6.4424, 0.5304, -0.4434], [6.4277, 0.2045, -1.8305], [7.9937, 0.8889, 1.0958], [8.4373, 1.1246, -0.4954], [8.2560, -0.5407, 0.1488], [5.9635, 1.5044, -0.3433], [5.8818, -0.3202, -0.0557], [5.9360, 0.8050, -2.3954]], "atomic_forces_ev_per_a": [[0.47, 1.08, 0.42], [-0.01, -0.76, -0.44], [-0.07, 0.25, -1.07], [1.56, -0.08, 0.41], [-0.80, -0.03, 0.29], [-1.10, -0.55, 0.77], [-0.09, 0.39, 0.31], [-0.40, 0.14, 0.88], [-0.33, 0.11, -1.40], [-0.65, -0.29, -0.27], [0.51, 0.25, -0.25], [0.20, -1.02, 0.21], [0.21, 0.24, 0.18], [0.43, -0.41, 0.03], [0.41, -0.13, -0.65], [0.41, 0.29, -0.26], [-0.77, 0.52, 0.86], [-0.18, 0.85, 0.89], [2.71, -0.68, -0.08], [-0.77, -1.26, -0.69], [-0.24, 0.97, -0.65], [-0.40, 0.24, 0.02], [1.19, -0.26, 0.46], [0.12, 0.34, -0.55], [-0.31, -0.57, 0.20], [0.01, -0.14, -0.04], [-0.18, 0.67, -0.78], [-0.66, -0.54, 0.21], [-0.32, 0.15, -0.08], [-0.44, -0.20, 0.04], [0.58, 0.00, -0.05], [0.02, -0.17, 0.66], [-0.81, -0.14, -0.23], [-0.33, 0.76, 0.67], [1.19, 1.33, -0.82], [-0.87, -1.83, 1.30], [-0.49, 0.61, -1.73], [1.74, 1.44, 0.25], [0.37, -1.71, 0.16], [-1.00, 0.22, 0.54], [-0.62, 0.30, 0.36], [0.28, -0.08, 0.28], [-0.17, -0.68, -0.58], [-0.22, 0.43, -0.87], [-0.11, -1.01, 0.62], [0.67, -0.23, 0.46], [0.35, 0.32, 0.54], [-0.31, -0.04, 0.11], [-0.53, 0.41, -0.31], [0.18, 0.02, -0.66], [-0.48, 0.48, 0.34], [-0.09, 0.43, -0.88], [-0.44, 0.62, -0.34], [-0.71, 1.08, 2.13], [1.30, -1.11, 0.43], [-0.13, 0.45, -1.53], [0.17, 0.01, 1.38], [-0.13, -0.09, -0.33], [0.39, 0.31, 0.43], [0.14, -0.54, 0.24], [0.45, 0.60, -0.49], [-0.22, 0.00, -0.03], [-0.37, -0.63, -0.87], [0.06, -0.77, 0.52], [-0.28, -0.03, 0.11], [-0.33, 0.01, -0.15], [-0.13, -1.08, -0.44], [0.35, 0.74, -0.16], [-0.52, 0.20, -0.50], [1.56, -2.10, -0.38], [-0.50, 1.41, -0.61], [0.69, -0.12, 0.13], [-0.37, 0.00, 0.00], [0.40, 0.55, -0.15], [-0.41, 0.39, 0.49], [-0.76, 0.10, 0.29], [-0.09, -0.44, 0.74], [-0.50, 0.69, 0.97], [0.45, -0.16, -0.45], [1.08, -0.64, 1.13], [-0.36, -0.47, -0.18], [0.22, -0.14, -1.01], [0.24, -0.08, -0.31], [0.02, 0.43, 0.32], [-0.87, 0.15, -0.35], [-0.29, 0.21, -0.13], [1.42, 0.98, 0.04], [-1.05, -0.92, -0.57], [0.81, -0.32, -1.04], [-0.75, -0.10, 0.31], [0.35, -0.31, -0.35], [-0.17, 0.00, -0.37], [-0.04, -0.12, 0.65], [-0.58, 0.58, 0.86], [0.00, 0.20, 0.47]]}

---

{"formula": "C22H62O14", "method": "ωB97M-V/def2-TZVPD", "e_above_lowest_kcal_mol": 0.0, "smiles": "CC(C)O.CC(C)O.CC(C)O.CC(C)O.OCCO.OCCO.OCCO.OCCO.OCCO", "homo_energy_ha": -0.36580, "charge": 0, "symbols": ["C", "C", "C", "O", "H", "H", "H", "H", "H", "H", "H", "H", "C", "C", "C", "O", "H", "H", "H", "H", "H", "H", "H", "H", "C", "C", "C", "O", "H", "H", "H", "H", "H", "H", "H", "H", "C", "C", "C", "O", "H", "H", "H", "H", "H", "H", "H", "H", "O", "C", "C", "O", "H", "H", "H", "H", "H", "H", "O", "C", "C", "O", "H", "H", "H", "H", "H", "H", "O", "C", "C", "O", "H", "H", "H", "H", "H", "H", "O", "C", "C", "O", "H", "H", "H", "H", "H", "H", "O", "C", "C", "O", "H", "H", "H", "H", "H", "H"], "coordinates": [[1.6512, -5.5252, 1.2215], [2.0292, -4.2786, 1.9904], [0.8673, -3.3409, 2.1019], [2.4080, -4.6303, 3.3316], [1.3999, -5.2771, 0.1781], [0.7329, -5.9315, 1.6509], [2.4319, -6.2812, 1.1439], [2.8517, -3.7470, 1.4899], [-0.0317, -3.9390, 2.2844], [0.7029, -2.8573, 1.1373], [1.0375, -2.6091, 2.8850], [3.1960, -5.1811, 3.3091], [-2.7799, -0.8302, 4.9770], [-2.0351, -1.5972, 3.9057], [-2.9388, -2.6179, 3.2390], [-1.5435, -0.7033, 2.8808], [-2.1520, -0.1597, 5.5624], [-3.2413, -1.5335, 5.6812], [-3.6309, -0.2677, 4.5748], [-1.1862, -2.0706, 4.4013], [-3.2227, -3.4249, 3.9227], [-2.4918, -3.0807, 2.3583], [-3.8684, -2.1452, 2.9021], [-2.3381, -0.2345, 2.5563], [-4.5019, 3.0066, 1.9520], [-3.2654, 2.1729, 1.7164], [-2.1692, 2.4453, 2.7244], [-3.6238, 0.7550, 1.7096], [-4.8218, 2.9829, 3.0000], [-5.3583, 2.6086, 1.3967], [-4.3759, 4.0534, 1.6731], [-2.9128, 2.3811, 0.6955], [-1.1804, 2.2179, 2.3304], [-2.3472, 1.8208, 3.6039], [-2.1930, 3.4808, 3.0564], [-4.1670, 0.6217, 0.9271], [2.2704, 0.4062, -5.0009], [0.8926, 0.8896, -5.4656], [-0.1810, -0.1404, -5.2613], [0.5645, 2.0622, -4.6905], [2.4946, -0.5973, -5.3739], [2.2750, 0.3016, -3.9137], [3.0435, 1.0944, -5.3451], [0.9686, 1.1298, -6.5331], [-0.2911, -0.4790, -4.2293], [0.0473, -1.0065, -5.8877], [-1.1613, 0.2281, -5.5756], [1.3271, 2.6475, -4.7605], [0.8712, -3.8012, -1.4200], [-0.2444, -4.4661, -2.0047], [-1.5410, -3.9299, -1.4228], [-1.7644, -2.5242, -1.6850], [1.6383, -4.3671, -1.5552], [-0.2504, -4.3336, -3.0924], [-0.1837, -5.5398, -1.7805], [-1.5573, -4.1197, -0.3437], [-2.3635, -4.3880, -1.9688], [-1.1671, -1.9602, -1.1487], [2.7457, 5.5441, -0.0952], [3.3129, 4.3826, 0.5176], [2.5002, 3.9349, 1.7220], [1.3579, 3.1396, 1.3740], [2.0279, 5.2741, -0.6740], [3.3379, 3.5689, -0.2119], [4.3282, 4.6094, 0.8376], [2.1692, 4.8487, 2.2351], [3.0880, 3.3491, 2.4260], [0.8574, 3.6487, 0.7259], [-0.6944, -0.7309, 0.2758], [0.1791, 0.3811, 0.0979], [0.7855, 0.4055, -1.2725], [1.9579, -0.4347, -1.3915], [-0.9888, -0.7188, 1.2107], [-0.4150, 1.3040, 0.2169], [0.9312, 0.4234, 0.8920], [1.0705, 1.4247, -1.5233], [0.0818, -0.0491, -1.9809], [1.6427, -1.3242, -1.1683], [-3.7382, 4.7013, -2.8875], [-3.4051, 3.6823, -1.9738], [-2.4208, 2.6933, -2.5481], [-1.1983, 3.3714, -2.7767], [-3.5613, 4.3638, -3.7712], [-2.9599, 4.1371, -1.0861], [-4.2915, 3.1145, -1.6529], [-2.8144, 2.2479, -3.4753], [-2.2360, 1.8647, -1.8463], [-0.5671, 2.7828, -3.2140], [4.9230, -1.1522, 1.7069], [4.3064, 0.0162, 1.1673], [4.7744, 0.1953, -0.2530], [4.1484, 1.3410, -0.8316], [4.5761, -1.3255, 2.5853], [3.2085, -0.0252, 1.2142], [4.5846, 0.9008, 1.7595], [4.5970, -0.6866, -0.8715], [5.8537, 0.3763, -0.2411], [3.3253, 1.0303, -1.2305]], "atomic_forces_ev_per_a": [[-0.40, 0.04, -0.97], [0.62, -0.29, 0.18], [-0.47, -0.20, -0.50], [0.02, 0.19, -0.02], [0.03, 0.07, 0.49], [0.21, -0.29, 0.13], [0.09, -0.04, 0.41], [0.10, -0.16, 0.13], [-0.05, 0.27, 0.38], [0.02, 0.20, 0.11], [-0.13, 0.12, 0.03], [-0.02, -0.03, -0.10], [-0.71, -0.05, 0.46], [-0.17, 0.21, -0.40], [-0.38, -0.48, 0.06], [-0.17, -0.04, 0.58], [0.13, 0.04, -0.18], [0.22, -0.02, -0.03], [0.23, 0.06, -0.19], [0.23, -0.04, -0.45], [0.06, 0.11, 0.02], [0.25, 0.11, 0.08], [0.09, 0.08, 0.07], [0.13, 0.00, -0.05], [-0.81, -0.04, 0.40], [-0.24, -0.05, -0.84], [-0.12, -0.46, 0.14], [0.35, 0.68, 0.43], [0.23, -0.04, -0.01], [0.16, 0.10, -0.18], [0.17, -0.05, -0.06], [0.14, 0.11, 0.18], [0.04, -0.04, 0.09], [0.09, 0.08, 0.01], [0.01, 0.10, -0.14], [0.03, -0.22, 0.01], [-0.37, -0.44, -0.03], [0.76, -0.15, 0.61], [-0.54, -0.24, -0.23], [-0.03, -0.05, -0.42], [0.02, 0.16, -0.26], [0.08, 0.24, 0.01], [0.11, -0.04, 0.18], [-0.24, 0.23, 0.08], [0.26, 0.08, 0.03], [-0.04, -0.01, 0.11], [0.10, 0.09, -0.02], [-0.12, 0.13, 0.08], [0.05, 0.18, -0.13], [-0.26, -0.01, -0.03], [0.22, 1.40, -0.41], [0.67, -0.47, 0.15], [0.05, 0.25, -0.05], [0.05, 0.04, 0.04], [-0.12, 0.04, -0.07], [-0.22, -0.12, -0.10], [-0.08, -0.44, 0.39], [-0.43, -0.49, 0.06], [0.12, 0.07, 0.21], [-0.50, -0.45, -0.13], [-0.28, 0.37, 0.03], [0.24, 0.21, -0.14], [0.06, -0.01, -0.07], [0.30, -0.08, 0.15], [0.02, 0.23, -0.13], [0.06, -0.13, 0.08], [0.05, -0.16, -0.13], [-0.12, -0.06, 0.09], [0.48, 0.10, -0.24], [-0.82, 0.66, 0.68], [0.29, -1.29, -0.11], [-0.36, 0.17, 0.31], [0.13, -0.42, -0.17], [0.11, -0.05, -0.10], [0.16, -0.09, -0.20], [0.01, -0.05, -0.25], [-0.34, 0.79, -0.06], [0.31, -0.01, -0.13], [-0.13, 0.05, -0.01], [0.06, -0.56, 0.12], [0.62, -0.24, 0.15], [0.11, 0.14, 0.03], [-0.01, 0.13, -0.03], [-0.03, 0.14, -0.03], [-0.06, 0.16, -0.05], [-0.01, 0.10, 0.03], [-0.34, 0.05, 0.03], [-0.16, -0.07, -0.23], [-0.07, -0.01, -0.25], [-0.29, 0.08, 0.68], [0.20, 0.42, -0.29], [0.16, -0.10, -0.01], [-0.06, 0.07, 0.02], [0.13, -0.26, -0.17], [0.10, -0.04, -0.17], [-0.11, -0.11, 0.19], [-0.09, 0.02, -0.09], [0.11, -0.18, 0.14]]}